1.
Molecular formula: C5H9NO
Method: DFT, ωB97M-V with the def2-TZVPD basis set

Each line ends with the Löwdin charge.
Positions of all 16 atoms, in Å:
C: 0.72280 1.16962 0.64322  -0.056
C: 0.23584 -0.06118 -0.10516  -0.442
C: 1.36732 -0.95870 -0.60719  -0.038
C: -0.82608 -0.82138 0.60541  -0.223
O: -1.96442 0.01537 0.61165  -0.105
C: -1.90501 0.69742 -0.70323  -0.191
N: -0.80762 0.69458 -1.33005  0.143
H: 1.10753 1.83476 -0.12918  0.085
H: 1.52537 1.00142 1.37819  0.089
H: -0.12724 1.64165 1.14343  0.084
H: 2.31929 -0.87461 -0.05408  0.087
H: 1.09237 -2.02332 -0.62152  0.080
H: 1.53881 -0.62380 -1.62303  0.078
H: -1.03930 -1.78951 0.12169  0.130
H: -0.33225 -1.02736 1.56611  0.145
H: -2.90741 1.12503 -0.89629  0.132

## Properties
Charge: 0
Spin multiplicity: 1

2.
Molecular formula: C5H9NO
Method: DFT, ωB97M-V with the def2-TZVPD basis set

Each line ends with the Löwdin charge.
Positions of all 16 atoms, in Å:
C: -1.76924 2.11896 -0.66049  0.003
C: -1.09593 1.13474 -0.06891  -0.225
N: -1.09096 -0.19558 -0.48652  0.079
C: -0.25771 -1.22195 -0.09232  -0.496
O: -0.30891 -2.29931 -0.66065  0.052
C: 0.69088 -0.95822 1.03187  -0.105
C: 1.63904 -1.85064 1.29914  0.052
H: 1.66302 1.08367 -1.48791  0.033
H: -1.72057 3.12151 -0.25248  0.049
H: -2.37466 1.96232 -1.54897  0.055
H: -0.49909 1.33506 0.81267  0.095
H: -1.67118 -0.44621 -1.27773  0.153
H: 0.60923 -0.04802 1.61717  0.084
H: 1.70846 -2.75669 0.70421  0.075
H: 2.35390 -1.69899 2.10223  0.067
H: 2.12372 0.71935 -1.03132  0.030

## Properties
Charge: 0
Spin multiplicity: 1

3.
Molecular formula: C5H9NO
Method: DFT, ωB97M-V with the def2-TZVPD basis set

Each line ends with the Löwdin charge.
Positions of all 16 atoms, in Å:
O: -2.42364 -1.27231 0.70758  -0.027
C: -1.38256 -0.79146 -0.10125  -0.377
C: -1.07905 0.72546 -0.13273  -0.055
C: 0.40863 0.36388 -0.05601  -0.293
C: 2.19956 0.61438 -0.78667  -0.048
N: 1.44664 1.17463 0.21740  -0.061
C: 0.08375 -1.08340 0.31494  -0.069
H: -2.23719 -1.01646 1.62023  0.090
H: -1.60149 -1.16050 -1.10654  0.147
H: -1.41657 1.22085 0.79883  0.123
H: -1.46525 1.30501 -0.97560  0.106
H: 1.96700 0.76983 -1.83215  0.049
H: 3.22395 0.28145 -0.55648  0.063
H: 1.51979 2.04076 0.73586  0.134
H: 0.58961 -1.87679 -0.23853  0.103
H: 0.16682 -1.29533 1.39112  0.116

## Properties
Charge: 0
Spin multiplicity: 1

4.
Molecular formula: C5H9NO
Method: DFT, ωB97M-V with the def2-TZVPD basis set

Each line ends with the Löwdin charge.
Positions of all 16 atoms, in Å:
C: -1.00304 2.00375 -0.14655  -0.093
N: -0.64478 0.61120 -0.33775  -0.139
C: -1.23683 -0.35941 0.53725  -0.097
C: 0.22744 0.02290 0.66608  -0.201
C: 1.53104 -0.67169 0.21533  -0.424
O: 2.51830 -0.62201 0.91852  0.074
C: 1.35959 -1.53804 -0.97357  -0.004
H: -1.90629 2.22455 -0.72163  0.083
H: -0.18632 2.62609 -0.52256  0.086
H: -1.18723 2.26292 0.91043  0.085
H: -1.90424 -0.00105 1.33530  0.114
H: -1.55632 -1.29732 0.08456  0.102
H: 0.44429 0.60637 1.55814  0.136
H: 2.23980 -2.16320 -1.26321  0.109
H: 0.44941 -1.94359 -0.49227  0.086
H: 0.93137 -0.99431 -1.81044  0.083

## Properties
Charge: 0
Spin multiplicity: 1

5.
Molecular formula: C5H9NO
Method: DFT, ωB97M-V with the def2-TZVPD basis set

Each line ends with the Löwdin charge.
Positions of all 16 atoms, in Å:
C: 1.06236 -0.32424 0.10878  -0.316
C: 0.25940 0.67273 -0.82322  -0.369
C: 1.29165 -1.86964 0.10911  0.001
C: -1.36577 0.36212 0.77943  -0.082
C: -0.73194 1.45383 -0.11792  -0.172
N: 0.37075 0.60895 -2.07449  0.139
O: 1.42679 0.05606 1.21785  0.038
H: 1.99138 -1.84963 0.85436  0.033
H: 1.78570 -2.24181 -0.85372  0.103
H: 0.40288 -2.45071 0.35253  0.079
H: -0.79752 0.52027 1.62213  0.038
H: -1.21470 -0.67598 0.48169  0.072
H: -2.47745 0.36313 0.93893  0.103
H: -0.22613 2.10461 0.60477  0.128
H: -1.51544 1.90048 -0.62451  0.090
H: -0.26195 1.36983 -2.57571  0.113

## Properties
Charge: 0
Spin multiplicity: 1

6.
Molecular formula: C5H9NO
Method: DFT, ωB97M-V with the def2-TZVPD basis set

Each line ends with the Löwdin charge.
Positions of all 16 atoms, in Å:
C: 1.28523 0.29511 -1.77371  -0.100
N: 1.27804 0.27155 -0.30906  -0.085
C: 1.39979 -1.10727 0.23345  -0.075
C: 0.15383 -0.36372 0.25917  -0.232
C: -1.05470 -0.12427 0.74066  -0.336
O: -1.83103 -1.11049 1.29200  0.035
C: -1.68549 1.22625 0.83134  -0.018
H: 2.31344 0.44859 -2.11315  0.079
H: 0.66423 1.12027 -2.13268  0.080
H: 0.90496 -0.64069 -2.21673  0.082
H: 1.57092 -1.91278 -0.47870  0.101
H: 1.97283 -1.17904 1.15562  0.106
H: -1.40833 -1.95956 1.10721  0.108
H: -2.59185 1.33688 0.22532  0.084
H: -1.97820 1.38554 1.87125  0.086
H: -0.96232 2.00036 0.56365  0.084

## Properties
Charge: 0
Spin multiplicity: 1

Record-wise calculated total energy values, in Eh: -325.85566, -325.84898, -325.75755, -325.84286, -325.82362, -325.82533
Record-wise energy relative to the best compared isomer or geometry (same formula, charge and spin) values, in kcal per mole: 51.4, 55.6, 113.0, 59.4, 71.5, 70.4
Record-wise HOMO-LUMO gap values, in eV: 11.04, 9.55, 8.78, 10.29, 10.15, 8.92